# 1
Formula: C2H4N2S2
Source: the Open Molecules 2025 dataset
Level of theory: the ωB97M-V functional and the def2-TZVPD basis

Each line ends with the Löwdin charge.
Geometry (Å):
C  -0.810  -0.652  0.677  -0.589
C  0.237  0.062  -0.247  -1.253
H  0.512  -1.136  2.308  0.128
H  -0.956  -1.907  2.064  0.245
H  -2.564  -1.413  0.839  0.023
H  -1.620  0.680  -1.349  -0.050
N  -0.516  -0.468  2.120  0.020
N  -2.006  -1.003  0.100  0.073
S  -0.231  0.960  -1.533  0.798
S  1.838  0.141  0.159  0.605

ΔE to the lowest compared entry with this formula, charge and spin = 519.7 kJ/mol
E_tot = -984.31694 Ha
orbital gap = 0.2905 hartree
2S+1 = 1



# 2
Formula: C2H4N2S2
Source: the Open Molecules 2025 dataset
Level of theory: the ωB97M-V functional and the def2-TZVPD basis

Each line ends with the Löwdin charge.
Geometry (Å):
C  -0.098  1.474  -0.151  -0.405
C  -0.696  0.279  0.516  -0.279
N  1.060  1.741  -0.470  -0.015
N  0.124  -1.670  -0.980  -0.441
S  2.228  0.074  0.463  0.413
S  0.588  -1.246  0.406  0.497
H  -1.012  2.015  -0.384  0.125
H  -0.919  0.267  1.622  0.103
H  -1.402  -0.236  -0.001  0.016
H  0.126  -2.699  -1.022  -0.015

ΔE to the lowest compared entry with this formula, charge and spin = 450.8 kJ/mol
E_tot = -984.34320 Ha
orbital gap = 0.3039 hartree
2S+1 = 1



# 3
Formula: C2H4N2S2
Source: the Open Molecules 2025 dataset
Level of theory: the ωB97M-V functional and the def2-TZVPD basis

Each line ends with the Löwdin charge.
Geometry (Å):
C  0.300  0.773  -1.097  -0.277
C  0.273  -0.116  0.076  -1.049
H  -2.843  1.570  -1.400  0.077
H  -2.093  0.527  -0.096  0.023
H  1.306  0.939  -1.549  0.094
H  1.573  -0.872  1.802  -0.157
N  -2.086  1.013  -1.047  0.014
N  -0.838  1.152  -1.752  0.012
S  1.968  -0.177  0.732  0.696
S  -0.775  -1.152  0.953  0.567

ΔE to the lowest compared entry with this formula, charge and spin = 303.0 kJ/mol
E_tot = -984.39948 Ha
SMILES string = N/N=C\C(=S)S
orbital gap = 0.2778 hartree
2S+1 = 1



# 4
Formula: C2H4N2S3
Source: the Open Molecules 2025 dataset
Level of theory: the ωB97M-V functional and the def2-TZVPD basis

Each line ends with the Löwdin charge.
Geometry (Å):
C  0.608  -0.429  -0.349  -0.931
C  -0.879  -0.693  -0.432  -1.286
H  -0.393  2.155  -0.295  0.057
H  -0.563  1.507  1.221  0.106
H  2.003  0.925  0.290  0.143
H  -0.233  -2.533  0.779  -0.121
N  0.148  1.796  0.505  0.004
N  1.009  0.745  0.151  -0.087
S  1.618  -1.599  -0.981  0.637
S  -1.442  -2.017  0.496  0.788
S  -1.876  0.142  -1.385  0.690

ΔE to the lowest compared entry with this formula, charge and spin = 111.8 kJ/mol
E_tot = -1382.62950 Ha
SMILES string = NNC(=S)C(=S)S
orbital gap = 0.2885 hartree
2S+1 = 1



# 5
Formula: C2H4N2S3
Source: the Open Molecules 2025 dataset
Level of theory: the ωB97M-V functional and the def2-TZVPD basis

Each line ends with the Löwdin charge.
Geometry (Å):
C  0.526  0.887  0.353  -1.033
C  -1.597  -0.225  -0.774  -0.666
H  1.112  -2.635  0.732  -0.030
H  2.103  -0.045  1.412  0.121
H  -1.006  1.704  -0.581  0.123
H  -1.145  -1.379  -0.770  0.079
N  1.317  -0.065  0.693  -0.394
N  -0.523  0.700  -0.596  -0.088
S  1.477  -1.552  -0.317  0.689
S  0.910  2.325  1.063  0.641
S  -3.174  0.284  -1.214  0.557

ΔE to the lowest compared entry with this formula, charge and spin = 227.9 kJ/mol
E_tot = -1382.58530 Ha
SMILES string = S=CNC(=S)NS
orbital gap = 0.3006 hartree
2S+1 = 1



# 6
Formula: C2H4N2S3
Source: the Open Molecules 2025 dataset
Level of theory: the ωB97M-V functional and the def2-TZVPD basis

Each line ends with the Löwdin charge.
Geometry (Å):
C  1.337  -0.203  0.876  -0.642
C  -1.307  -0.320  0.142  -0.595
H  4.675  0.834  0.309  -0.118
H  0.851  -0.723  1.682  0.063
H  -1.280  -0.890  1.112  0.077
H  -4.576  -0.369  -0.977  -0.121
N  2.586  -0.022  0.930  -0.456
N  -2.358  -0.192  -0.602  -0.468
S  3.407  0.879  -0.255  0.680
S  0.273  0.405  -0.400  0.888
S  -3.770  -0.923  -0.004  0.691

ΔE to the lowest compared entry with this formula, charge and spin = 161.0 kJ/mol
E_tot = -1382.61078 Ha
SMILES string = S/N=C\S/C=N/S
orbital gap = 0.3369 hartree
2S+1 = 1



# 7
Formula: C2H4N3
Source: the Open Molecules 2025 dataset
Level of theory: the ωB97M-V functional and the def2-TZVPD basis

Each line ends with the Löwdin charge.
Geometry (Å):
C  -1.988  0.185  -0.183  0.055
C  0.908  -0.132  -0.464  -0.074
N  1.549  0.677  0.577  0.165
N  1.025  1.306  -0.349  0.267
N  -3.151  0.274  -0.111  0.169
H  1.496  -0.596  -1.247  0.122
H  -0.258  -0.319  -0.418  0.012
H  2.227  0.609  1.386  0.242
H  -3.967  0.569  0.239  0.043

ΔE to the lowest compared entry with this formula, charge and spin = 525.6 kJ/mol
E_tot = -242.39920 Ha
orbital gap = 0.3346 hartree
2S+1 = 1
net charge = +1



# 8
Formula: C2H4N3
Source: the Open Molecules 2025 dataset
Level of theory: the ωB97M-V functional and the def2-TZVPD basis

Each line ends with the Löwdin charge.
Geometry (Å):
C  1.406  0.486  0.851  0.084
C  -0.843  -0.502  -0.570  -0.109
N  2.331  0.100  1.420  0.240
N  0.398  0.165  -0.917  0.136
N  -0.690  0.738  -1.156  0.120
H  -0.945  -1.494  -0.997  0.130
H  -1.085  -0.647  0.505  0.131
H  3.019  -0.319  1.886  0.059
H  -1.296  1.451  -1.527  0.208

ΔE to the lowest compared entry with this formula, charge and spin = 521.0 kJ/mol
E_tot = -242.40098 Ha
orbital gap = 0.3675 hartree
2S+1 = 1
net charge = +1